{"formula": "C17H58O12", "method": "the ωB97M-V functional and the def2-TZVPD basis", "fmax_ha_per_bohr": 0.047, "orbital_gap_ev": 9.98, "total_energy_ha": -1585.11915, "species": ["C", "C", "O", "H", "H", "H", "H", "H", "H", "C", "C", "O", "H", "H", "H", "H", "H", "H", "C", "C", "O", "H", "H", "H", "H", "H", "H", "C", "C", "O", "H", "H", "H", "H", "H", "H", "C", "C", "O", "H", "H", "H", "H", "H", "H", "C", "O", "H", "H", "H", "H", "C", "O", "H", "H", "H", "H", "C", "O", "H", "H", "H", "H", "C", "O", "H", "H", "H", "H", "C", "O", "H", "H", "H", "H", "C", "O", "H", "H", "H", "H", "C", "O", "H", "H", "H", "H"], "xyz": [[-7.2494, 0.3870, 0.4763], [-6.0358, 1.2203, 0.2167], [-6.0146, 1.4375, -1.1349], [-7.3876, 0.0680, 1.5094], [-7.1240, -0.4911, -0.1573], [-8.1311, 0.9203, 0.1210], [-5.1742, 0.6145, 0.4976], [-5.9811, 2.1400, 0.7992], [-6.6629, 2.1247, -1.3050], [3.8057, 3.5867, 1.7983], [4.0938, 4.5239, 2.9646], [4.8743, 5.6645, 2.6063], [4.6726, 3.1056, 1.3455], [3.2848, 4.1916, 1.0560], [3.1121, 2.8064, 2.1116], [4.6422, 4.0264, 3.7645], [3.1539, 4.7991, 3.4430], [5.0328, 6.2146, 3.3769], [2.1754, -2.0628, -3.4750], [1.2735, -3.1100, -4.0024], [1.4792, -3.0723, -5.3819], [1.8800, -1.0546, -3.7653], [3.1362, -2.3417, -3.9076], [2.2802, -1.9394, -2.3971], [0.2268, -2.8677, -3.8189], [1.4894, -4.1091, -3.6241], [0.7288, -3.5146, -5.7854], [-2.5660, 6.4987, 0.3552], [-1.9206, 5.1712, 0.0594], [-1.1903, 4.8052, 1.1799], [-1.8475, 7.3180, 0.3285], [-3.0910, 6.5239, 1.3101], [-3.2453, 6.7363, -0.4634], [-1.3205, 5.1515, -0.8503], [-2.6426, 4.3770, -0.1305], [-0.8369, 3.9211, 1.0570], [5.4167, -1.7693, 0.7363], [6.6700, -1.6590, -0.1600], [7.4826, -2.8506, -0.0844], [4.8924, -2.7161, 0.6068], [4.8014, -0.8969, 0.5161], [5.6694, -1.6688, 1.7918], [7.2208, -0.7739, 0.1583], [6.3505, -1.4816, -1.1869], [8.3325, -2.6053, -0.4575], [1.6394, -5.6466, 1.9021], [1.7209, -5.7666, 0.4758], [0.6336, -5.8504, 2.2693], [2.3349, -6.3415, 2.3728], [1.8901, -4.6289, 2.2011], [2.6431, -5.6768, 0.2247], [-3.0129, -3.4530, 3.5720], [-2.5996, -2.3640, 4.3716], [-3.1396, -4.2721, 4.2799], [-3.9087, -3.2246, 2.9945], [-2.2239, -3.7298, 2.8728], [-3.3733, -1.7960, 4.3488], [0.0607, -0.5196, 0.6666], [0.0153, 0.7266, -0.0345], [-0.8804, -0.7397, 1.1704], [0.1134, -1.3498, -0.0378], [0.9940, -0.6082, 1.2227], [-0.5566, 0.6420, -0.8009], [-2.5567, 0.9307, -4.5278], [-2.4553, 0.9971, -3.1191], [-3.4887, 0.5470, -4.9430], [-2.4082, 1.8970, -5.0096], [-1.7594, 0.3253, -4.9589], [-3.2941, 1.2999, -2.7636], [-3.8064, -3.7978, -1.4638], [-4.1631, -4.9594, -2.2363], [-4.6642, -3.5052, -0.8584], [-3.0513, -4.0213, -0.7102], [-3.5337, -2.9600, -2.1056], [-3.3891, -5.5260, -2.2730], [1.3579, 3.7518, -4.7626], [1.3184, 5.1528, -4.8306], [0.9033, 3.3330, -5.6604], [2.3840, 3.3842, -4.7525], [0.9023, 3.3876, -3.8417], [2.0885, 5.3758, -4.3026], [1.5768, -1.4605, 6.1502], [0.4519, -0.9005, 6.6540], [1.5017, -1.6098, 5.0731], [2.3954, -0.7561, 6.2983], [1.8809, -2.3983, 6.6151], [-0.2979, -1.2378, 6.1585]]}